[1]
Formula: C4H17NO3
Source: the Open Molecules 2025 dataset
Level of theory: ωB97M-V/def2-TZVPD

E_tot in eV: -12045.3947
Energy relative to the best compared isomer or geometry (same formula, charge and spin) in kJ/mol: 1095.3
LUMO energy in Eh: -0.2013
Gap between HOMO and LUMO in Ha: 0.1303
Highest occupied orbital energy in Eh: -0.332
Multiplicity: 1

XYZ file:
```
25
C4H17NO3, DFT ωB97M-V/def2-TZVPD
C 0.337 1.331 -0.828
N -0.251 -0.061 -1.318
C 0.768 -2.137 -0.384
C -0.424 -1.068 -0.269
C -0.606 -0.402 1.134
H 1.113 1.132 -0.121
H 0.757 1.901 -1.693
H -0.403 1.872 -0.307
H -4.640 1.443 0.967
H 1.661 -1.657 -0.675
H 0.751 -2.861 0.464
H 0.431 -2.795 -1.152
H -1.441 -1.565 -0.398
H -0.854 -1.254 1.980
H 0.487 0.015 1.431
H -1.289 0.465 1.214
H -3.381 1.445 -0.925
H 3.058 1.080 1.692
O 2.418 0.500 1.233
H -1.308 0.150 -1.383
H -4.567 1.501 1.731
O -2.581 1.125 -0.530
H 2.897 0.001 0.111
H 3.789 0.273 -1.200
O 3.279 -0.433 -0.772
```


[2]
Formula: C4H18NO3
Source: the Open Molecules 2025 dataset
Level of theory: ωB97M-V/def2-TZVPD

E_tot in eV: -12068.7447
Energy relative to the best compared isomer or geometry (same formula, charge and spin) in kJ/mol: 86.8
LUMO energy (alpha / beta) in Eh: 0.0066 / 0.0041
Gap between HOMO and LUMO (alpha / beta) in Ha: 0.1087 / 0.4205
Highest occupied orbital energy (alpha / beta) in Eh: -0.102 / -0.416
Multiplicity: 2

XYZ file:
```
26
C4H18NO3, DFT ωB97M-V/def2-TZVPD
C -0.356 1.503 0.897
C 0.438 0.375 1.523
N -0.511 -0.489 2.312
C -1.449 -1.268 1.415
C -1.964 -2.511 2.027
H 0.014 1.802 -0.090
H -0.155 2.491 1.356
H -1.427 1.463 1.028
H 0.910 -0.237 0.756
H 1.300 0.713 2.093
H -1.030 0.121 2.999
H -0.016 -1.181 2.932
H -0.950 -1.383 0.457
H -2.295 -0.660 1.073
H -1.236 -3.317 1.898
H -2.290 -2.481 3.068
H -2.962 -2.806 1.665
H 0.087 -0.740 -1.943
H 1.247 -1.620 -1.849
O 0.750 -0.984 -1.306
H 3.516 1.512 -3.039
H 2.578 0.841 -1.989
O 2.625 1.464 -2.711
H -0.518 2.284 -3.584
H 0.807 1.673 -3.047
O -0.172 1.592 -2.972
```


[3]
Formula: C4H18NO3
Source: the Open Molecules 2025 dataset
Level of theory: ωB97M-V/def2-TZVPD

E_tot in eV: -12068.3464
Energy relative to the best compared isomer or geometry (same formula, charge and spin) in kJ/mol: 125.2
LUMO energy (alpha / beta) in Eh: 0.0238 / 0.0143
Gap between HOMO and LUMO (alpha / beta) in Ha: 0.1203 / 0.4323
Highest occupied orbital energy (alpha / beta) in Eh: -0.097 / -0.418
Multiplicity: 2

XYZ file:
```
26
C4H18NO3, DFT ωB97M-V/def2-TZVPD
C -1.627 0.633 1.392
C -1.226 -0.338 0.204
C -2.080 0.120 -0.941
C -2.236 -0.964 -2.007
N 0.240 0.096 -0.211
H -2.486 0.141 1.916
H -1.862 1.581 1.011
H -0.660 0.860 2.118
H -1.219 -1.391 0.424
H -3.070 0.444 -0.460
H -1.771 1.041 -1.347
H -2.500 -0.523 -2.966
H -1.332 -1.538 -2.215
H -2.939 -1.730 -1.661
H 0.843 -0.672 -0.416
H 0.323 0.619 -1.081
H 0.599 0.632 0.635
H 1.955 -0.550 2.178
H 1.779 0.724 2.977
O 1.743 0.475 2.118
H 3.112 -0.628 -0.819
H 3.353 -2.140 -0.505
O 2.728 -1.367 -0.219
H 3.296 1.968 -0.269
H 2.395 1.137 0.524
O 2.641 1.373 -0.377
```


[4]
Formula: C4H18NO7
Source: the Open Molecules 2025 dataset
Level of theory: ωB97M-V/def2-TZVPD

E_tot in eV: -20265.5787
Energy relative to the best compared isomer or geometry (same formula, charge and spin) in kJ/mol: 12.6
LUMO energy in Eh: 0.1277
Net charge: -1
Gap between HOMO and LUMO in Ha: 0.3243
Highest occupied orbital energy in Eh: -0.197
Multiplicity: 1

XYZ file:
```
30
C4H18NO7, DFT ωB97M-V/def2-TZVPD
O -1.917 -0.564 -1.993
C -0.711 -0.960 -2.011
N 0.155 -0.687 -1.069
C 1.514 -1.198 -1.196
C 2.523 -0.306 -0.436
C 2.385 -0.439 1.102
O 2.202 0.828 1.727
H -0.421 -1.548 -2.914
H -0.005 0.817 -0.306
H 1.832 -1.317 -2.247
H 1.578 -2.233 -0.811
H 3.526 -0.578 -0.773
H 2.368 0.734 -0.726
H 1.572 -1.122 1.345
H 3.321 -0.835 1.506
H -1.253 -0.103 2.503
H -2.468 -0.012 1.546
O -2.146 -0.429 2.382
H 1.422 1.244 1.311
H -1.039 1.841 0.269
O -0.084 1.700 0.188
H -2.488 0.214 -0.819
H -3.818 0.143 0.037
O -2.985 0.620 -0.005
H 0.816 2.944 -0.623
H 2.282 3.395 -0.356
O 1.520 3.572 -0.900
H -0.995 -2.322 0.527
H -1.747 -2.081 1.824
O -1.378 -2.808 1.274
```


[5]
Formula: C4H18NO8
Source: the Open Molecules 2025 dataset
Level of theory: ωB97M-V/def2-TZVPD

E_tot in eV: -22313.7467
Energy relative to the best compared isomer or geometry (same formula, charge and spin) in kJ/mol: 97.5
LUMO energy in Eh: 0.1167
Net charge: -1
Gap between HOMO and LUMO in Ha: 0.3263
Highest occupied orbital energy in Eh: -0.210
Multiplicity: 1

XYZ file:
```
31
C4H18NO8, DFT ωB97M-V/def2-TZVPD
O -1.236 1.299 1.948
C 0.030 1.118 1.849
O 0.874 1.412 2.697
C 0.579 0.514 0.531
C 1.176 1.666 -0.314
C 0.807 1.559 -1.780
O 1.078 0.252 -2.310
N 1.612 -0.507 0.836
H -0.243 0.011 0.026
H 2.267 1.657 -0.212
H 0.821 2.597 0.130
H 1.357 2.269 -2.394
H -0.271 1.680 -1.937
H 1.721 -0.189 -1.742
H 1.986 -0.279 1.755
H 1.183 -1.431 0.855
H -2.303 1.093 0.584
H -3.523 0.200 0.493
O -2.970 0.741 -0.096
H -2.538 -0.479 -1.184
H -1.436 -0.907 -2.194
O -2.257 -1.230 -1.776
H -1.728 -2.435 -0.734
H -0.889 -3.700 -0.833
O -1.322 -3.148 -0.165
H 3.271 -0.331 -0.194
H 4.613 -0.188 0.497
O 4.228 -0.210 -0.387
H -2.144 -0.266 2.242
H -2.051 -1.689 1.702
O -2.691 -1.080 2.106
```


[6]
Formula: C4H18O4
Source: the Open Molecules 2025 dataset
Level of theory: ωB97M-V/def2-TZVPD

E_tot in eV: -12628.3531
Energy relative to the best compared isomer or geometry (same formula, charge and spin) in kJ/mol: 194.7
LUMO energy in Eh: 0.0126
Gap between HOMO and LUMO in Ha: 0.4112
SMILES string: CCCC.O.O.O.O
Highest occupied orbital energy in Eh: -0.399
Multiplicity: 1

XYZ file:
```
26
C4H18O4, DFT ωB97M-V/def2-TZVPD
C -1.684 0.814 -1.287
C -1.188 -0.523 -1.719
C -1.691 -1.555 -0.597
C -1.005 -2.906 -0.805
H -1.420 1.010 -0.290
H -2.713 0.925 -1.490
H -1.164 1.705 -1.666
H -0.043 -0.314 -2.003
H -1.461 -0.838 -2.754
H -2.836 -1.739 -0.710
H -1.501 -1.149 0.443
H -1.757 -3.652 -0.813
H -0.476 -3.249 0.153
H -0.439 -3.009 -1.627
H 0.591 3.307 0.632
H 1.273 1.951 0.800
O 0.531 2.395 0.371
H 2.749 -0.475 1.050
H 3.531 0.777 1.357
O 2.652 0.379 1.551
H -0.625 2.536 2.289
H -0.810 1.221 1.953
O -0.943 1.727 2.808
H 1.476 -0.582 -0.669
H 2.408 -0.783 -1.716
O 2.338 -1.078 -0.791
```


[7]
Formula: C4H18O7
Source: the Open Molecules 2025 dataset
Level of theory: ωB97M-V/def2-TZVPD

E_tot in eV: -18770.2577
Energy relative to the best compared isomer or geometry (same formula, charge and spin) in kJ/mol: 314.1
LUMO energy in Eh: 0.0149
Gap between HOMO and LUMO in Ha: 0.3848
SMILES string: OCCO.OCCO.O.O.O
Highest occupied orbital energy in Eh: -0.370
Multiplicity: 1

XYZ file:
```
29
C4H18O7, DFT ωB97M-V/def2-TZVPD
O 14.362 -20.294 -3.944
H 14.468 -20.493 -4.885
H 15.286 -20.520 -3.596
O 16.959 -20.290 -3.204
H 17.605 -19.927 -2.631
H 17.098 -19.702 -3.968
O 17.048 -18.572 -5.226
H 17.615 -17.841 -5.347
H 16.214 -18.154 -5.355
C 15.773 -20.967 0.114
C 15.353 -21.775 1.329
O 16.033 -21.477 2.538
O 14.797 -21.194 -0.826
H 16.798 -21.268 -0.178
H 15.803 -19.924 0.412
H 15.413 -22.860 1.155
H 14.322 -21.601 1.699
H 15.573 -20.751 2.917
H 14.091 -21.731 -0.476
C 18.385 -16.928 -0.388
C 18.352 -18.055 -1.346
O 18.580 -19.256 -0.616
O 17.911 -15.846 -1.151
H 19.464 -16.842 -0.064
H 17.870 -17.000 0.571
H 19.034 -17.905 -2.139
H 17.362 -18.134 -1.744
H 18.452 -19.047 0.323
H 17.861 -15.012 -0.636
```


[8]
Formula: C4H19N2O5
Source: the Open Molecules 2025 dataset
Level of theory: ωB97M-V/def2-TZVPD

E_tot in eV: -17668.5916
Energy relative to the best compared isomer or geometry (same formula, charge and spin) in kJ/mol: 74.7
LUMO energy in Eh: -0.0996
Net charge: +1
Gap between HOMO and LUMO in Ha: 0.3989
Highest occupied orbital energy in Eh: -0.498
Multiplicity: 1

XYZ file:
```
30
C4H19N2O5, DFT ωB97M-V/def2-TZVPD
O 1.636 0.501 1.371
C 1.505 -0.410 0.573
N 2.377 -0.661 -0.402
C 0.447 -1.461 0.912
N -0.800 -0.547 1.059
C -2.129 -1.227 0.833
C 0.253 -2.595 -0.064
H 3.264 -0.185 -0.446
H 2.123 -1.291 -1.144
H 0.799 -1.823 1.879
H -0.660 0.067 1.866
H -0.765 0.176 0.327
H -2.886 -0.546 1.229
H -2.369 -1.155 -0.224
H -2.178 -2.139 1.408
H 0.932 -3.434 0.074
H -0.717 -3.053 -0.229
H 0.457 -2.252 -1.095
H 1.800 -0.370 -3.718
H 1.102 0.578 -2.627
O 1.210 -0.339 -2.976
H 0.438 2.094 2.287
H -0.671 3.099 2.607
O -0.458 2.351 2.023
H 0.958 2.966 -1.970
H -0.066 2.135 -1.208
O 0.775 2.085 -1.682
H -1.623 2.842 0.266
H -2.840 2.396 -0.542
O -1.914 2.199 -0.389
```